[1]
{"formula": "C11H40N4O9", "method": "the ωB97M-V functional and the def2-TZVPD basis", "symbols": ["N", "C", "N", "O", "H", "H", "H", "H", "N", "C", "N", "O", "H", "H", "H", "H", "C", "C", "O", "H", "H", "H", "H", "H", "H", "C", "C", "O", "H", "H", "H", "H", "H", "H", "C", "O", "H", "H", "H", "H", "C", "O", "H", "H", "H", "H", "C", "O", "H", "H", "H", "H", "C", "O", "H", "H", "H", "H", "C", "O", "H", "H", "H", "H"], "positions_angstrom": [[2.058, -19.538, 10.357], [0.980, -20.245, 10.166], [0.024, -20.041, 11.021], [0.756, -21.160, 9.187], [2.829, -19.698, 9.735], [2.102, -18.728, 10.912], [-0.880, -20.592, 10.890], [-0.030, -19.272, 11.691], [-5.452, -20.154, 11.871], [-5.422, -21.217, 11.108], [-4.587, -21.005, 10.154], [-6.491, -22.210, 11.317], [-6.278, -20.099, 12.509], [-4.761, -19.371, 11.940], [-4.458, -21.737, 9.395], [-4.066, -20.084, 9.964], [1.334, -24.937, 6.970], [1.152, -23.391, 6.918], [0.747, -23.141, 5.610], [2.260, -25.327, 6.443], [0.504, -25.509, 6.675], [1.523, -25.314, 7.917], [2.033, -22.801, 7.217], [0.323, -23.111, 7.573], [1.385, -23.347, 4.898], [-0.802, -24.032, 10.370], [-1.962, -23.342, 11.167], [-1.976, -21.942, 10.896], [0.162, -23.456, 10.538], [-0.974, -24.126, 9.365], [-0.450, -24.955, 10.699], [-1.807, -23.418, 12.252], [-2.863, -23.810, 10.980], [-2.835, -21.711, 10.583], [-3.435, -21.575, 14.698], [-3.342, -20.466, 13.873], [-2.939, -21.431, 15.604], [-3.129, -22.588, 14.376], [-4.516, -21.646, 15.079], [-4.082, -20.524, 13.233], [-5.282, -23.734, 8.552], [-4.581, -22.642, 7.933], [-5.578, -24.533, 7.904], [-6.062, -23.108, 8.881], [-4.713, -24.152, 9.365], [-4.947, -22.420, 7.078], [1.819, -22.478, 13.042], [1.211, -21.241, 13.303], [1.677, -23.160, 13.921], [2.913, -22.353, 12.974], [1.402, -22.819, 12.134], [0.855, -20.947, 12.467], [-2.541, -23.974, 6.213], [-1.681, -25.012, 5.654], [-3.485, -24.337, 6.311], [-2.616, -23.192, 5.502], [-2.199, -23.565, 7.159], [-0.778, -24.820, 5.937], [-1.744, -20.495, 6.985], [-1.383, -19.876, 8.214], [-1.802, -19.744, 6.144], [-2.691, -20.956, 7.012], [-1.016, -21.264, 6.751], [-0.842, -20.480, 8.655]], "forces_ev_per_a": [[2.764, -0.152, -1.413], [-1.887, -4.226, -4.759], [-4.257, -0.010, 1.938], [1.935, 3.509, 3.855], [0.051, 0.051, -0.143], [-0.148, 0.716, 0.792], [1.586, 0.618, 0.247], [0.368, -0.386, -0.522], [-1.754, 2.919, 4.649], [-7.120, -3.561, 1.464], [3.737, -1.357, -5.021], [6.330, 4.730, -1.467], [1.289, -0.057, -0.772], [-1.041, -1.263, -0.615], [-0.309, 1.415, 0.712], [-1.423, -2.016, 0.653], [2.659, 0.903, -0.386], [0.448, -2.071, -0.001], [-0.664, 1.251, -1.850], [-1.116, 0.783, -0.062], [-1.080, -0.452, -0.794], [0.318, -0.336, 2.412], [-0.202, -0.382, -0.003], [0.143, 0.175, -0.107], [-0.180, 0.007, 1.099], [1.167, 2.815, 2.788], [3.383, 0.076, 0.714], [0.531, -0.501, -0.073], [-1.312, -0.013, -0.590], [-0.613, 0.131, -2.595], [-0.316, -2.046, 1.036], [0.214, -0.293, -0.233], [-2.147, -0.709, -0.692], [-0.963, 0.329, -0.302], [-3.038, -1.268, 0.998], [0.051, 0.235, -1.279], [1.379, 0.699, 1.317], [-0.049, 0.630, -0.763], [1.122, -0.341, -0.662], [0.702, -0.113, 0.613], [-0.144, 1.176, -0.347], [2.005, -0.420, -0.616], [-0.129, -0.251, -0.649], [-2.058, -0.955, 1.386], [0.374, 0.146, 0.274], [-0.233, -0.063, -0.114], [1.005, 0.080, 1.773], [0.013, 0.427, 0.849], [-0.270, 0.353, -0.933], [-0.201, -0.110, -0.329], [-0.114, -1.191, -0.878], [-0.328, 0.241, -0.132], [3.129, -0.275, -0.729], [-0.734, 0.494, 0.857], [-2.592, -1.494, 0.512], [0.145, 1.136, -0.682], [0.164, -0.142, 0.127], [-0.344, 0.299, -0.417], [1.125, 1.248, -0.681], [-2.434, 1.838, -1.522], [0.370, -0.581, 0.912], [-1.390, -0.645, 0.348], [0.199, -0.056, -0.381], [1.887, -1.692, 1.190]], "mulliken_charge": [-0.31, 0.45, -0.24, -0.45, 0.28, 0.17, 0.12, 0.28, -0.59, 0.75, -0.41, -0.71, 0.23, 0.25, 0.13, 0.26, -1.20, 0.15, -0.54, 0.32, 0.46, 0.40, 0.31, -0.18, 0.31, -1.03, -0.20, -0.12, -0.06, 0.11, 0.60, 0.16, 0.45, 0.09, -0.66, -0.56, 0.33, 0.20, 0.28, 0.42, -0.83, -0.50, 0.36, 0.44, 0.15, 0.26, -0.09, -0.57, 0.23, 0.26, -0.15, 0.48, -0.32, -0.62, 0.38, 0.36, -0.10, 0.22, -0.12, -0.55, 0.31, 0.02, -0.03, 0.18], "gap_ev": 9.81, "smiles": "NC(N)=O.NC(N)=O.CCO.CCO.CO.CO.CO.CO.CO", "e_homo_ev": -9.490, "spin_multiplicity": 1, "e_tot_ev": -36438.37858, "relative_energy_ev": 4.307}

---

[2]
{"formula": "C11H41N3O14", "method": "the ωB97M-V functional and the def2-TZVPD basis", "symbols": ["C", "N", "O", "O", "H", "H", "H", "C", "N", "O", "O", "H", "H", "H", "C", "N", "O", "O", "H", "H", "H", "C", "O", "H", "H", "H", "H", "C", "O", "H", "H", "H", "H", "C", "O", "H", "H", "H", "H", "C", "O", "H", "H", "H", "H", "C", "O", "H", "H", "H", "H", "C", "O", "H", "H", "H", "H", "C", "O", "H", "H", "H", "H", "C", "O", "H", "H", "H", "H"], "positions_angstrom": [[10.260, 6.494, 7.791], [9.282, 6.243, 6.749], [9.653, 5.556, 5.823], [8.158, 6.741, 6.875], [10.714, 5.525, 8.060], [9.733, 7.048, 8.589], [11.007, 7.165, 7.395], [12.909, 12.074, 10.288], [13.212, 13.305, 10.971], [12.485, 13.633, 11.920], [14.158, 13.961, 10.618], [12.829, 11.303, 11.088], [13.697, 11.954, 9.520], [11.939, 12.133, 9.814], [13.219, 7.498, 11.720], [12.702, 7.682, 10.333], [12.934, 8.726, 9.767], [12.151, 6.717, 9.893], [14.013, 8.260, 11.789], [13.602, 6.442, 11.820], [12.390, 7.725, 12.418], [7.201, 13.668, 9.758], [8.276, 12.684, 9.614], [6.211, 13.228, 9.716], [7.365, 14.260, 10.707], [7.290, 14.368, 8.892], [9.151, 13.143, 9.528], [12.536, 7.384, 4.729], [11.559, 8.312, 5.006], [12.084, 6.450, 4.576], [13.142, 7.626, 3.828], [13.220, 7.394, 5.569], [10.807, 8.274, 4.443], [8.693, 8.943, 12.153], [10.077, 8.953, 11.982], [8.444, 8.214, 12.865], [8.254, 9.923, 12.376], [8.226, 8.593, 11.236], [10.238, 9.499, 11.178], [10.981, 14.266, 7.371], [10.173, 14.263, 8.521], [10.649, 13.538, 6.602], [10.892, 15.243, 6.879], [12.049, 14.101, 7.599], [10.458, 14.924, 9.190], [9.459, 13.503, 12.592], [10.040, 14.338, 11.577], [8.388, 13.765, 12.704], [9.621, 12.434, 12.492], [9.934, 13.762, 13.528], [11.017, 14.309, 11.604], [13.205, 11.569, 5.156], [11.765, 11.759, 5.006], [13.628, 10.876, 4.458], [13.599, 12.545, 4.956], [13.504, 11.235, 6.171], [11.384, 10.870, 5.114], [6.900, 11.732, 6.414], [7.289, 10.447, 6.800], [6.608, 12.363, 7.238], [7.768, 12.208, 5.910], [6.128, 11.653, 5.685], [6.586, 9.942, 7.249], [10.463, 10.556, 8.228], [9.990, 10.460, 9.633], [10.322, 11.549, 7.857], [11.540, 10.280, 8.304], [9.927, 9.823, 7.672], [9.196, 10.988, 9.682]], "forces_ev_per_a": [[0.076, 0.383, 1.298], [-1.470, 0.473, -0.237], [-0.252, -0.083, -0.415], [1.215, -0.627, -0.364], [-0.305, 0.674, 0.079], [0.418, -0.717, -0.153], [0.265, -0.009, -0.321], [0.341, -1.425, -0.359], [-0.376, 1.468, 1.312], [0.984, -0.543, -0.502], [0.234, 0.067, -0.263], [0.308, 0.318, -0.887], [-0.472, -0.393, 0.695], [-0.316, 0.252, 0.061], [0.668, 0.247, 0.406], [0.937, -0.286, 1.422], [-0.290, 0.226, -0.333], [-0.916, -0.641, -1.203], [-0.287, -0.546, 0.401], [-0.548, 1.298, -0.117], [0.403, -0.208, -0.451], [2.199, 0.934, -0.189], [-0.740, 0.253, 0.342], [0.158, -0.500, 0.203], [-0.421, -0.646, -0.964], [-0.199, -0.288, 0.651], [-1.213, 0.018, -0.008], [1.429, 0.454, -0.937], [-0.252, 1.985, 1.398], [-0.263, -1.676, -0.017], [-0.342, 0.029, 0.317], [0.062, -0.294, 0.190], [-0.736, -0.406, -0.873], [-0.457, 0.433, -1.390], [1.029, 0.619, -0.385], [-0.312, -0.716, 1.378], [0.181, -0.082, 0.274], [-0.297, 0.042, -0.333], [0.006, -0.345, 0.365], [0.517, 0.716, -1.029], [-0.020, 0.078, 1.002], [0.054, 0.108, 0.910], [0.208, -0.051, -0.003], [-0.332, -0.128, -0.069], [-0.174, -0.586, -0.779], [0.334, 1.073, 0.291], [-0.662, -0.151, -0.436], [0.604, -0.322, -0.381], [-0.161, -0.186, -0.646], [0.067, 0.122, 0.573], [-0.873, -0.298, 0.473], [-1.172, 0.458, 0.759], [1.011, -1.151, 0.331], [-0.006, -0.510, -0.618], [0.503, 0.453, 0.033], [-0.361, 0.258, -0.364], [0.011, 0.363, -0.082], [0.854, 0.307, -0.399], [0.381, -1.184, 0.676], [-0.173, 0.222, 0.373], [-0.392, -0.314, 0.383], [-0.905, 0.277, -0.629], [0.350, 0.662, -0.393], [0.862, -0.908, 2.534], [0.995, -0.026, -1.211], [-0.088, 0.566, -0.316], [-0.751, 0.272, -0.408], [-0.344, -0.364, -0.761], [-0.789, 0.502, 0.099]], "mulliken_charge": [-0.70, 1.04, -0.58, -0.57, 0.33, 0.20, 0.27, -0.33, 1.08, -0.70, -0.56, 0.23, 0.31, -0.10, -0.81, 1.06, -0.55, -0.54, 0.29, 0.30, 0.24, -0.82, -0.47, 0.30, 0.18, 0.31, 0.31, -0.72, -0.35, 0.34, 0.27, 0.24, 0.25, -0.69, -0.50, 0.35, 0.18, 0.23, 0.41, -0.68, -0.41, 0.20, 0.37, 0.24, 0.20, -0.58, -0.53, 0.26, 0.06, 0.40, 0.39, -0.54, -0.49, 0.31, 0.30, 0.15, 0.28, -0.48, -0.39, 0.14, 0.14, 0.37, 0.25, -0.62, 0.15, -0.13, 0.26, 0.47, 0.15], "gap_ev": 9.63, "smiles": "C[N+](=O)[O-].C[N+](=O)[O-].C[N+](=O)[O-].CO.CO.CO.CO.CO.CO.CO.CO", "e_homo_ev": -9.924, "spin_multiplicity": 1, "e_tot_ev": -45195.21655}